74
Properties=species:S:1:pos:R:3 method="wB97M-V/def2-TZVPD" total_charge=+2 homo_lumo_gap_ev=5.0339
In -0.35722 -0.31655 0.50624
P 1.48917 1.19583 1.66295
P -1.44736 -0.70025 -1.88037
N -0.15401 1.89802 -0.90164
C 1.18934 2.89631 1.03077
H 0.74935 3.49952 1.86022
H 2.17844 3.35869 0.80930
C 0.22304 3.10347 -0.21682
H -0.71450 3.48910 0.17760
H 0.69233 3.85303 -0.87679
C -0.79041 2.09561 -2.19875
H -0.09068 1.98304 -3.06051
H -1.22822 3.09870 -2.21052
C -1.94528 1.04158 -2.30758
H -2.38476 1.05867 -3.32082
H -2.71757 1.32646 -1.57411
C -3.05343 -1.61871 -1.87918
C -3.63785 -1.66223 -0.46906
H -3.90196 -0.66177 -0.11416
H -2.93639 -2.11325 0.24017
H -4.54699 -2.27318 -0.47163
C -0.45454 -1.16370 -3.36164
C 0.27546 -2.49638 -3.12371
H 1.10117 -2.56812 -3.84410
H -0.39351 -3.35040 -3.28649
H 0.70780 -2.57175 -2.11434
C 3.30479 0.92072 1.43276
C 3.77747 -0.36373 2.12586
H 4.79456 -0.57584 1.77117
H 3.15835 -1.24116 1.88496
H 3.82533 -0.24102 3.21576
C 1.05265 1.15489 3.46473
C 1.01396 -0.29284 3.98041
H 0.38835 -0.31305 4.88479
H 2.02173 -0.63309 4.25413
H 0.59012 -1.00741 3.25476
C 0.22499 -2.63416 1.34365
C -1.27995 -1.14169 -4.65887
H -2.33145 -0.85090 -4.53808
H -0.83502 -0.42880 -5.36341
H -1.25926 -2.12063 -5.14880
C 4.17661 2.13474 1.79586
H 5.16254 1.78725 2.11908
H 4.33376 2.78130 0.92275
H 3.76717 2.75156 2.60452
C 1.93942 2.05256 4.33222
H 1.55899 2.02389 5.36436
H 2.98025 1.69931 4.36308
H 1.92695 3.10582 4.01522
C -2.94323 -3.02865 -2.47198
H -2.17819 -3.63278 -1.96601
H -3.90786 -3.53718 -2.32671
H -2.74301 -3.03017 -3.55515
H -3.69668 -1.01726 -2.54129
H 0.02711 1.57055 3.48041
H 0.30936 -0.37045 -3.40111
H 3.35061 0.76021 0.34176
O 0.32344 -3.71371 1.71767
H 1.00828 1.12296 -1.21569
H 1.51166 0.56190 -1.24946
C -4.54365 1.49157 1.64902
P -2.87750 1.36335 2.27544
C -2.83124 0.20564 3.63733
C -2.38812 2.97671 2.87708
O -1.90220 0.86305 1.11605
H -4.97591 0.49071 1.49170
H -5.18386 2.05006 2.35460
H -4.52129 2.02404 0.68633
H -3.45862 0.57929 4.46336
H -3.22632 -0.77164 3.31850
H -1.80735 0.05759 4.01632
H -1.37179 2.96713 3.30101
H -2.41170 3.69629 2.04512
H -3.08590 3.32281 3.66093


106
Properties=species:S:1:pos:R:3 method="wB97M-V/def2-TZVPD" total_charge=+1 homo_lumo_gap_ev="10.3147 / 6.4555" multiplicity=2 relative_energy_kj_mol=505.2
Cu 0.78287 0.98442 -0.33851
C 4.57213 1.78798 -1.96717
F 4.68415 1.97624 -0.65708
F 5.57049 2.34881 -2.62485
F 4.60768 0.48338 -2.13881
S 2.80902 2.44144 -2.55897
O 3.09758 3.61627 -3.41736
O 2.13182 1.35448 -3.24960
N 1.85207 2.65625 -1.09706
S 2.23912 4.14951 -0.82294
O 3.66694 4.44927 -0.81250
O 1.39950 5.07219 -1.52196
C 1.79018 4.32593 0.99227
F 0.45897 4.27486 1.13990
F 2.29170 3.27282 1.67169
F 2.17166 5.47971 1.49219
O -1.03797 0.21152 3.38490
S -1.15659 1.47242 2.65232
O -0.37918 1.72920 1.45490
O -2.82319 1.65042 2.37372
C -3.75862 1.11751 3.32266
C -5.14914 1.64415 3.03563
C -0.81901 2.89781 3.77618
H -3.41786 1.54043 4.26771
H -3.53813 0.05016 3.33838
H -5.20728 2.70237 3.29037
H -5.81263 1.10494 3.71175
H -5.51276 1.60573 2.00880
H -0.89633 3.83838 3.23079
H 0.17303 2.76626 4.20822
H -1.38544 2.95354 4.70578
O -1.08872 2.30674 -1.09596
S -2.09825 3.25195 -1.50795
O -1.78546 4.15320 -2.56468
O -3.51363 2.52696 -1.93584
C -3.99947 1.53422 -1.06246
C -5.24352 0.95457 -1.76081
C -2.79947 4.22820 -0.02723
H -4.21485 1.88224 -0.05221
H -3.19049 0.81067 -0.96181
H -4.89132 0.63505 -2.74160
H -6.04523 1.68578 -1.86424
H -5.55825 -0.02543 -1.40215
H -3.84953 4.49240 -0.15249
H -2.28677 5.16707 0.18197
H -2.57077 3.56578 0.80762
O -0.13339 -0.05318 -2.10361
S -0.59147 -0.47422 -3.42122
O 0.41554 -1.17309 -4.26850
O -1.92626 -1.51463 -3.31288
C -2.27365 -2.37946 -4.46587
C -3.71093 -2.58508 -4.39578
C -1.13017 0.94637 -4.49294
H -1.71810 -3.31552 -4.40886
H -1.97824 -1.92614 -5.41209
H -3.97800 -3.47233 -3.82170
H -4.07088 -2.57245 -5.42455
H -4.16545 -1.72208 -3.90922
H -1.44527 0.58838 -5.47307
H -0.34446 1.70082 -4.53272
H -2.04613 1.40975 -4.12633
O -0.34263 -0.83560 0.54891
S -1.33585 -1.89190 0.77800
O -2.71957 -1.54029 1.12253
O -1.30510 -2.85193 -0.61712
C -2.04579 -4.03678 -0.68725
C -1.16833 -5.10382 -1.43728
C -0.72841 -3.17363 2.05476
H -2.86477 -3.74010 -1.34250
H -2.48275 -4.26899 0.28396
H -0.30408 -5.36591 -0.82698
H -0.77619 -4.63889 -2.34180
H -1.59951 -6.08909 -1.61455
H -1.55023 -3.66563 2.57499
H -0.16903 -2.69194 2.85674
H -0.05054 -3.88432 1.58199
O 3.81963 -1.17154 2.54347
S 3.12794 0.15964 2.38463
O 2.37806 0.70611 1.21598
O 2.03443 0.29209 3.63604
C 2.36873 -0.26571 4.88240
C 1.17504 0.01001 5.83334
C 4.38075 1.39980 3.02014
H 3.26604 0.11898 5.36710
H 2.51475 -1.33699 4.74408
H 1.16510 1.05338 6.14857
H 1.37855 -0.41381 6.81673
H 0.16033 -0.26739 5.54782
H 5.12528 1.55607 2.23952
H 4.74894 1.00604 3.96750
H 3.88397 2.36388 3.12903
O 2.05227 -2.95102 0.56532
S 2.48421 -2.19643 -0.66126
O 2.19806 -0.76804 -0.82662
O 4.07910 -2.35377 -0.82192
C 4.59961 -3.63039 -0.69877
C 6.09803 -3.63561 -1.05757
C 1.89163 -3.17366 -2.15223
H 4.00970 -4.30658 -1.31752
H 4.48422 -4.05546 0.29828
H 6.53205 -4.63491 -1.09089
H 6.66287 -2.98749 -0.38750
H 6.28000 -3.10489 -1.99209
H 1.87440 -4.24925 -1.97643
H 2.61870 -3.02312 -2.95023
H 0.87851 -2.94614 -2.48380


82
Properties=species:S:1:pos:R:3 method="wB97M-V/def2-TZVPD" total_charge=-1 homo_lumo_gap_ev=6.2806
C -1.81014 0.08536 0.13990
C -0.57014 0.81635 -0.40623
C -0.13463 0.23482 -1.74677
Br 0.70526 1.72161 -2.77468
B 0.83533 -1.08357 -1.58725
S 2.06084 -1.29518 -3.07330
C 2.16793 -3.12187 -3.20327
C 1.84374 -3.49507 -4.61255
O 2.65366 -3.40873 -5.52399
O 0.55591 -3.89010 -4.91309
C 0.02408 -4.90042 -4.09286
C 0.64421 -6.26221 -4.36780
C 0.77511 -6.55547 -5.85367
O -0.25792 -7.25821 -3.82321
C 0.13636 -7.95204 -2.72693
O 0.31856 -9.15649 -2.79311
C 0.19902 -7.24952 -1.38712
S 1.57213 -6.10140 -1.12506
H -2.63711 0.76237 0.30594
H -2.15424 -0.65717 -0.57464
H -1.60393 -0.42487 1.06974
H 0.23922 0.72142 0.30463
H -0.82131 1.86609 -0.52339
H -1.01768 -0.05630 -2.30122
H 0.13264 -2.08394 -1.57498
H 1.47522 -1.00789 -0.55291
H 1.48333 -3.51278 -2.46736
H 3.18880 -3.41620 -3.01159
H -1.03080 -4.97889 -4.32673
H 0.10121 -4.67232 -3.03461
H 1.62468 -6.36538 -3.91774
H 1.55941 -7.28968 -5.99503
H 1.01745 -5.66248 -6.40833
H -0.14399 -7.00692 -6.20214
H 0.24599 -8.03041 -0.64524
H -0.73046 -6.71317 -1.24073
H 2.54531 -6.78726 -1.73712
C 3.76139 3.90163 -0.77961
C 2.49130 4.34053 -0.07670
O 1.43790 4.61576 -0.98719
H 4.08981 4.67015 -1.47601
H 4.56265 3.71698 -0.05926
H 3.58957 2.98453 -1.34728
H 2.66669 5.26068 0.48258
H 2.16674 3.56641 0.63312
H 1.27121 3.79647 -1.47629
C 5.09054 7.57726 1.66592
C 5.49070 7.66023 0.20331
O 4.51200 7.07824 -0.64732
H 4.92942 6.53836 1.95448
H 5.86027 8.00563 2.31052
H 4.15634 8.11604 1.84116
H 6.41255 7.10728 0.02962
H 5.66118 8.70372 -0.08712
H 3.68589 7.55311 -0.52407
C -4.38047 -0.02306 5.06132
C -3.58449 -0.46963 3.84611
O -3.14114 0.62820 3.05990
H -5.24219 0.57016 4.75498
H -4.72974 -0.88275 5.63767
H -3.76759 0.60348 5.71470
H -4.20267 -1.08119 3.19020
H -2.72042 -1.07032 4.15351
H -2.57563 1.17698 3.60852
C 2.25096 1.83380 4.36418
C 2.64896 1.17331 3.05442
O 1.59114 1.18326 2.10885
H 1.38138 1.33234 4.79080
H 3.06701 1.79850 5.08898
H 1.98118 2.88022 4.20122
H 2.90135 0.12678 3.21645
H 3.52790 1.67159 2.62904
H 1.35808 2.09789 1.92526
C -8.43365 1.92761 1.89092
C -8.07127 1.19752 3.17081
O -7.17753 1.95628 3.98062
H -7.53442 2.15670 1.31988
H -9.09951 1.32609 1.27042
H -8.93346 2.87346 2.11455
H -7.55796 0.26469 2.94386
H -8.97473 0.95932 3.74392
H -7.61026 2.78369 4.20348


74
Properties=species:S:1:pos:R:3 method="wB97M-V/def2-TZVPD" homo_lumo_gap_ev=8.2067 relative_energy_kj_mol=1162.9
C 4.30170 1.01611 6.88072
C 2.94070 0.60311 6.36372
N 2.45070 1.47011 5.21572
C 1.70870 0.89711 4.22172
C 0.83870 0.00211 4.60972
C 1.96570 2.75111 5.69172
C 1.91870 3.75711 4.56472
H 4.31570 1.91811 7.61972
H 4.95870 1.51411 6.15172
H 4.93870 0.14111 7.34872
H 2.20070 0.53011 7.22072
H 2.90470 -0.52989 6.16272
H 2.60170 0.30411 3.84672
H 1.61270 1.34011 3.30672
H 0.86870 -0.56989 5.49772
H 0.72570 -0.58789 3.59472
H -0.03330 0.48311 4.75772
H 2.36870 3.35711 6.57472
H 0.88570 2.87111 5.85672
H 2.90670 4.08111 4.22872
H 1.26270 4.62111 4.73072
H 1.53470 3.38811 3.73072
C -5.36130 -4.99489 -2.25928
C -6.40830 -3.87089 -2.44028
N -5.63330 -2.65089 -2.76028
C -6.10930 -1.71089 -3.71028
C -7.50130 -1.39889 -3.66928
C -4.91130 -1.88789 -1.70528
C -3.39330 -1.76689 -1.93528
H -4.48330 -4.84089 -1.67328
H -4.91130 -5.13089 -3.09528
H -5.89730 -6.05089 -1.95128
H -6.73430 -3.96789 -1.42528
H -7.09830 -4.07689 -3.18428
H -5.98730 -2.34389 -4.52228
H -5.38430 -0.92889 -3.99028
H -8.46830 -1.82089 -3.39428
H -7.86530 -1.12289 -4.66328
H -7.56730 -0.41789 -3.07528
H -5.04230 -2.36589 -0.72728
H -5.37130 -0.94689 -1.66728
H -2.87630 -2.71789 -1.86228
H -3.09230 -1.31189 -1.23828
H -3.18730 -1.31389 -2.80528
C 3.75270 -1.29889 -2.00028
C 3.95770 -0.27989 -3.23428
N 3.07270 0.95011 -2.93428
C 3.54570 1.76211 -1.91528
C 4.95170 2.04411 -1.79128
C 2.78270 1.80811 -4.13028
C 1.31670 2.10511 -4.28428
H 3.99470 -2.27789 -2.39828
H 2.75670 -1.40289 -1.53528
H 4.32970 -1.12889 -1.23028
H 3.34070 -0.66689 -4.05728
H 4.95070 -0.01789 -3.72128
H 3.41270 1.31811 -0.95328
H 3.03270 2.50811 -1.78728
H 5.74870 1.30711 -1.82428
H 5.09070 2.43711 -0.77428
H 5.16070 2.93611 -2.40628
H 3.22170 1.65211 -5.08628
H 3.16370 2.67411 -3.92028
H 1.01570 2.16611 -3.27728
H 0.67270 1.40911 -4.77628
H 0.92870 2.92811 -4.71428
Cl 0.37770 -1.92589 0.48772
C 0.09970 -0.30889 -0.17828
C -0.40630 0.66211 0.80472
Cl -0.85030 2.27011 0.00272
H -0.49530 -0.48689 -1.05328
H 1.10270 -0.06289 -0.63328
H 0.36770 0.87511 1.53172
H -1.28930 0.32611 1.36872


84
Properties=species:S:1:pos:R:3 method="wB97M-V/def2-TZVPD" total_charge=+2 homo_lumo_gap_ev=8.9146
Sr 0.14708 0.26372 2.88686
Sr 0.51931 -0.62329 -1.15714
C 0.64017 0.91811 0.65143
O 0.68864 1.61462 1.67094
O 0.44221 1.15077 -0.55623
O 0.64275 -0.32055 0.91396
C 1.32177 1.94167 5.54396
O 0.58757 1.93289 4.33832
C -0.24643 3.08669 4.15161
C -1.27705 2.77328 2.99814
N -1.72010 1.35021 3.17239
C -2.53100 0.96062 2.04623
C -2.83975 -0.53836 1.95361
O -1.72062 -1.33214 2.42249
C -2.04103 -2.71246 2.55143
H 0.66803 2.21711 6.37153
H 2.18634 2.60221 5.47836
H 1.75015 0.95121 5.69755
H 0.39477 3.95897 4.02478
H -0.92126 3.32484 4.97382
H -0.80810 3.10203 2.07071
H -2.16979 3.39658 3.04930
H -2.27440 1.19146 4.00163
H -2.01887 1.07742 1.09113
H -3.37824 1.64290 2.11515
H -3.07105 -0.71804 0.90370
H -3.68980 -0.72763 2.60912
H -2.19492 -3.23469 1.60712
H -2.89626 -2.75615 3.22579
H -1.18749 -3.26182 2.94859
C 3.46836 1.31237 -0.43438
O 3.01975 0.15417 -1.21050
C 3.48817 -1.09542 -0.89680
C 2.97665 -2.13339 -1.93384
N 1.46806 -2.41077 -1.92592
C 1.13380 -3.41192 -0.95691
C -0.36160 -3.48941 -0.97551
O -0.94455 -2.33273 -0.31997
C -2.26345 -2.45664 0.18216
H 3.00830 2.12365 -0.99852
H 4.55695 1.36569 -0.41936
H 3.23649 1.20066 0.62481
H 3.11515 -1.36729 0.09064
H 4.57437 -1.17872 -0.93330
H 3.42952 -3.11132 -1.77054
H 3.17977 -1.85162 -2.96702
H 1.21055 -2.87722 -2.78395
H 1.52761 -3.24826 0.04620
H 1.67480 -4.28450 -1.32302
H -0.55562 -4.42778 -0.45598
H -0.84562 -3.57238 -1.94863
H -2.09718 -3.17710 0.98302
H -2.94996 -2.77170 -0.60369
H -2.53397 -1.47924 0.58167
C 1.84776 2.15517 -2.80630
O 1.21783 0.86295 -2.73549
C 1.38868 0.12989 -4.00744
C 0.11278 -0.70958 -4.23508
N -0.10040 -1.52362 -3.00890
C -1.51764 -1.90173 -2.99110
C -2.34229 -0.73032 -2.47430
O -1.90985 -0.54631 -1.07539
C -2.63238 0.53664 -0.38670
H 2.85596 2.02464 -2.41311
H 1.35468 2.81284 -2.09045
H 1.85173 2.66036 -3.77215
H 2.27161 -0.50715 -3.95538
H 1.52006 0.82121 -4.83986
H 0.07451 -1.32133 -5.13641
H -0.71170 -0.02269 -4.42617
H 0.41907 -2.34987 -3.26882
H -1.67031 -2.66506 -2.22814
H -1.98460 -2.23737 -3.91706
H -3.40627 -0.90475 -2.63436
H -2.07568 0.17894 -3.01307
H -3.50548 0.14633 0.13622
H -2.77031 1.35440 -1.09405
H -1.95576 1.03610 0.30672
C 1.28624 3.91275 0.55560
O 0.24114 3.40191 -0.15416
H 2.13808 3.56837 -0.03080
H 1.19345 4.99797 0.59795
H 1.28646 3.60346 1.60079
H 0.00346 2.50462 0.09074